# 1
{
  "formula": "C5H12N2O6",
  "method": "ωB97M-V with the def2-TZVPD basis set",
  "species": ["N", "C", "O", "C", "C", "O", "O", "C", "O", "N", "C", "O", "H", "H", "H", "H", "H", "H", "H", "H", "H", "H", "O", "H", "H"],
  "coordinates": [[-1.654, 1.408, -0.239], [-1.288, 0.154, -0.851], [-1.489, -0.943, 0.033], [-0.326, -1.402, 0.708], [0.135, -0.613, 1.982], [0.784, -1.281, 2.775], [-0.087, 0.603, 2.204], [0.894, -1.600, -0.246], [1.965, -2.261, 0.336], [1.245, -0.245, -0.734], [0.082, 0.237, -1.551], [0.026, -0.386, -2.817], [-2.062, 1.249, 0.674], [-0.867, 2.040, -0.202], [-2.022, 0.015, -1.668], [-0.565, -2.417, 1.063], [0.516, -2.204, -1.092], [1.667, -3.165, 0.508], [2.064, -0.356, -1.347], [1.533, 0.412, 0.008], [0.267, 1.308, -1.764], [0.931, -0.461, -3.155], [-0.934, 3.389, 1.630], [-0.590, 2.516, 1.904], [-0.227, 4.007, 1.841]],
  "nbo_charge": [-0.8425, 0.2116, -0.4993, -0.0548, 0.6943, -0.6993, -0.8091, 0.2255, -0.6778, -0.5418, 0.2158, -0.6706, 0.4105, 0.3702, 0.1957, 0.2225, 0.1891, 0.5027, 0.4242, 0.4764, 0.1948, 0.4657, -0.9771, 0.5098, 0.4639],
  "e_homo_ev": -8.15,
  "total_charge": 0,
  "homo_lumo_gap_ev": 7.3,
  "smiles": "N[C@@H]1O[C@H](C(=O)[O-])[C@H](O)[NH2+][C@H]1O.O"
}


# 2
{
  "formula": "C3H8N2O2",
  "method": "ωB97M-V with the def2-TZVPD basis set",
  "species": ["C", "N", "N", "C", "O", "C", "O", "H", "H", "H", "H", "H", "H", "H", "H"],
  "coordinates": [[-1.719, -0.380, 0.084], [-0.588, 0.408, -0.382], [-0.915, 1.534, -1.179], [0.784, 0.156, -0.170], [1.627, 0.959, -0.598], [1.075, -0.823, 0.942], [2.274, -1.432, 0.206], [-1.457, -1.437, 0.158], [-2.003, -0.021, 1.077], [-2.567, -0.284, -0.601], [-0.949, 2.353, -0.569], [-0.101, 1.695, -1.785], [1.280, -0.338, 1.897], [0.393, -1.666, 1.033], [2.865, -0.723, -0.113]],
  "nbo_charge": [-0.4152, -0.2856, -0.6512, 0.6491, -0.6482, -0.1639, -0.7389, 0.2074, 0.1900, 0.2308, 0.3451, 0.3816, 0.2065, 0.2031, 0.4893],
  "e_homo_ev": -9.24,
  "total_charge": 0,
  "homo_lumo_gap_ev": 10.0,
  "relative_energy_kj_mol": 263.7,
  "smiles": "CN(N)C(=O)CO"
}


# 3
{
  "formula": "C21H22F3IrN2Se2",
  "method": "ωB97M-V with the def2-TZVPD basis set",
  "species": ["Ir", "C", "C", "C", "C", "N", "C", "C", "C", "C", "C", "C", "C", "H", "H", "H", "H", "H", "H", "H", "H", "C", "Se", "C", "C", "Se", "C", "H", "H", "H", "H", "H", "H", "H", "H", "H", "H", "F", "C", "F", "F", "C", "C", "C", "N", "C", "C", "H", "H", "H", "H"],
  "coordinates": [[0.066, -0.429, 0.504], [4.501, -0.243, -0.440], [5.053, -0.204, 0.827], [4.210, -0.094, 1.923], [2.827, -0.040, 1.734], [2.301, -0.087, 0.473], [3.113, -0.181, -0.572], [1.879, 0.007, 2.826], [2.287, 0.063, 4.179], [1.351, -0.008, 5.164], [-0.042, -0.101, 4.836], [-0.469, -0.102, 3.521], [0.456, -0.072, 2.487], [5.121, -0.325, -1.322], [6.124, -0.264, 0.967], [4.631, -0.063, 2.917], [2.652, -0.204, -1.551], [3.328, 0.169, 4.450], [1.656, 0.008, 6.203], [-0.766, -0.171, 5.639], [-1.528, -0.173, 3.309], [-4.271, 0.434, -0.593], [-2.524, 0.474, 0.288], [-2.725, 2.159, 1.259], [-2.373, 3.416, 0.478], [-0.549, 3.488, -0.124], [-0.557, 5.250, -0.887], [-4.999, 0.230, 0.185], [-4.251, -0.372, -1.320], [-4.458, 1.382, -1.086], [-2.174, 2.059, 2.191], [-3.785, 2.230, 1.499], [-2.519, 4.324, 1.069], [-2.974, 3.513, -0.430], [-0.663, 5.958, -0.060], [-1.400, 5.340, -1.572], [0.390, 5.396, -1.399], [-0.395, -7.411, 0.586], [-0.176, -6.748, -0.542], [0.992, -7.136, -1.050], [-1.137, -7.045, -1.412], [-0.151, -5.247, -0.301], [0.086, -4.398, -1.373], [0.117, -3.044, -1.147], [-0.080, -2.522, 0.080], [-0.317, -3.348, 1.115], [-0.358, -4.719, 0.961], [0.245, -4.786, -2.371], [0.296, -2.351, -1.959], [-0.478, -2.892, 2.081], [-0.550, -5.359, 1.810]],
  "mulliken_spin": [2.3853, 0.1031, -0.0189, 0.0917, 0.1311, 0.1292, 0.0253, 0.0000, -0.0317, 0.1471, 0.1736, 0.0447, 0.4362, 0.0013, 0.0008, 0.0045, 0.0073, -0.0006, 0.0024, 0.0043, 0.0094, 0.0512, 0.1384, 0.0330, -0.0317, 0.8907, -0.0107, 0.0066, 0.0003, 0.0022, -0.0022, 0.0033, 0.0131, 0.0286, 0.0382, 0.0211, 0.0026, 0.0001, -0.0005, 0.0002, 0.0004, 0.0072, 0.0164, -0.0178, 0.1345, 0.0324, -0.0070, 0.0014, 0.0051, -0.0032, -0.0001],
  "e_homo_ev": [-16.50, -17.71],
  "spin_multiplicity": 6,
  "total_charge": 3,
  "homo_lumo_gap_ev": [7.3, 5.4],
  "s2": 8.7872
}


# 4
{
  "formula": "C27H27BrN6O3S2V",
  "method": "ωB97M-V with the def2-TZVPD basis set",
  "species": ["V", "C", "N", "C", "C", "O", "C", "O", "C", "C", "O", "N", "C", "C", "H", "H", "H", "H", "H", "H", "H", "H", "H", "H", "H", "H", "H", "H", "H", "H", "S", "C", "C", "C", "C", "N", "C", "C", "C", "S", "C", "N", "H", "H", "N", "C", "C", "C", "C", "C", "C", "H", "H", "H", "H", "H", "Br", "C", "C", "C", "C", "N", "C", "H", "H", "H", "H"],
  "coordinates": [[0.200, -0.025, 0.434], [-1.013, 0.307, 4.829], [0.253, 0.658, 4.231], [0.722, 1.952, 4.667], [0.459, 0.366, 2.782], [-0.342, -0.627, 2.309], [1.913, -0.149, 2.689], [2.105, -0.704, 1.396], [2.314, -2.081, 1.252], [1.163, -2.801, 0.550], [0.135, -2.234, 0.184], [1.343, -4.132, 0.341], [0.409, -4.794, -0.549], [2.678, -4.700, 0.389], [-0.857, 0.065, 5.889], [-1.760, 1.113, 4.776], [-1.406, -0.569, 4.317], [0.841, 1.943, 5.757], [1.688, 2.176, 4.216], [0.037, 2.774, 4.406], [2.621, 0.681, 2.770], [2.085, -0.899, 3.465], [3.167, -2.184, 0.576], [2.542, -2.557, 2.214], [-0.578, -4.357, -0.422], [0.715, -4.664, -1.592], [0.373, -5.856, -0.300], [3.126, -4.573, 1.375], [2.602, -5.769, 0.192], [3.328, -4.252, -0.369], [2.499, -2.219, -2.181], [1.892, -0.979, -3.216], [1.722, -1.309, -4.570], [1.292, -0.405, -5.530], [1.172, -0.824, -6.876], [1.095, -1.172, -7.972], [0.998, 0.917, -5.143], [1.144, 1.257, -3.800], [1.578, 0.360, -2.820], [1.738, 1.022, -1.201], [0.567, 1.885, -6.076], [0.220, 2.690, -6.827], [1.955, -2.322, -4.868], [0.910, 2.266, -3.487], [0.432, 1.506, 1.855], [-0.672, 2.314, 1.876], [-1.986, 1.913, 2.208], [-3.043, 2.802, 2.145], [-2.861, 4.117, 1.734], [-1.582, 4.526, 1.373], [-0.516, 3.652, 1.445], [-2.153, 0.880, 2.475], [-4.039, 2.452, 2.400], [-3.700, 4.801, 1.674], [-1.415, 5.543, 1.032], [0.482, 3.963, 1.160], [-4.250, -1.919, -2.565], [-3.183, -0.432, -2.032], [-3.459, 0.829, -2.549], [-2.631, 1.856, -2.094], [-1.621, 1.597, -1.201], [-1.355, 0.358, -0.711], [-2.162, -0.645, -1.140], [-4.256, 0.993, -3.256], [-2.772, 2.870, -2.443], [-0.962, 2.376, -0.846], [-1.944, -1.628, -0.748]],
  "nbo_charge": [1.1904, -0.4066, -0.5026, -0.3995, 0.4981, -0.8929, -0.0716, -0.5370, -0.1539, 0.7418, -0.6448, -0.4375, -0.4148, -0.4130, 0.1580, 0.1619, 0.2354, 0.1652, 0.2035, 0.1733, 0.1873, 0.1699, 0.2423, 0.1900, 0.2328, 0.2244, 0.1752, 0.1938, 0.1965, 0.2246, -0.5009, -0.1437, -0.1877, -0.1922, 0.3341, -0.4019, -0.2303, -0.1146, -0.1854, -0.3179, 0.3160, -0.4019, 0.2192, 0.2155, -0.8458, 0.2940, -0.3295, -0.1958, -0.3134, -0.2188, -0.2899, 0.2345, 0.1875, 0.1860, 0.1888, 0.2153, 0.0050, -0.1021, -0.2595, -0.2238, 0.0261, -0.5310, -0.0254, 0.2165, 0.2159, 0.2367, 0.2300],
  "e_homo_ev": [-0.64, -1.40],
  "spin_multiplicity": 4,
  "total_charge": -2,
  "homo_lumo_gap_ev": [4.7, 5.5],
  "s2": 3.7857
}


# 5
{
  "formula": "C3H12N2OS",
  "method": "ωB97M-V with the def2-TZVPD basis set",
  "species": ["N", "C", "N", "C", "C", "S", "H", "H", "H", "H", "H", "H", "H", "H", "H", "H", "O", "H", "H"],
  "coordinates": [[-0.107, 2.309, -0.612], [0.387, 1.697, 0.609], [0.160, 0.262, 0.704], [-0.983, -0.297, -0.019], [-1.684, -1.478, 0.712], [-0.644, -2.987, 0.788], [-0.221, 3.306, -0.460], [0.514, 2.192, -1.410], [-0.138, 2.137, 1.468], [1.495, 1.766, 0.667], [1.002, -0.281, 0.571], [-0.656, -0.623, -0.995], [-1.775, 0.444, -0.133], [-2.679, -1.624, 0.296], [-1.710, -1.132, 1.753], [-0.564, -2.984, -0.539], [2.806, -0.934, -0.819], [2.329, -0.159, -1.179], [2.467, -1.614, -1.400]],
  "nbo_charge": [-0.8574, -0.0445, -0.6682, -0.2257, -0.5119, -0.0424, 0.3641, 0.3499, 0.1748, 0.1617, 0.3842, 0.1599, 0.2146, 0.2109, 0.2260, 0.0997, -0.9247, 0.4605, 0.4687],
  "e_homo_ev": -8.64,
  "total_charge": 0,
  "homo_lumo_gap_ev": 9.1,
  "relative_energy_kj_mol": 84.7,
  "smiles": "NCNCCS.O"
}


Values for total energy, Eh, ordered as above
-758.59323; -379.04058; -6128.56941; -5913.80869; -704.40597
Values for largest force on an atom, hartree/bohr, ordered as above
0.053; 0.092; 0.009; 0.023; 0.035
Values for molecular weight, g mol⁻¹, ordered as above
196.2; 104.1; 709.6; 678.5; 124.2